[1]
Density functional theory data (ωB97M-V/def2-TZVPD) for C21H50F2N7O10S2V as an isolated structure at a distorted geometry.

The geometry in ORCA input format:
```
! RIJCOSX wB97M-V def2-TZVPD def2/J DEFGRID3
* xyz 1 2
O -0.529 0.703 0.181
V -0.122 -0.753 0.575
N 1.822 -0.522 1.127
S 2.469 0.497 2.385
O 3.424 1.474 1.981
O 2.594 -0.129 3.662
F 1.099 1.311 2.484
S 3.254 -1.146 0.872
O 3.804 -2.081 1.841
O 4.167 -0.374 0.062
F 2.791 -2.242 -0.221
C 3.137 4.968 0.362
C 1.791 4.260 0.232
N 0.716 4.898 0.975
C -0.583 4.294 0.700
C -1.056 4.362 -0.747
C 1.016 4.890 2.399
C -0.024 5.578 3.297
H 3.072 6.031 0.142
H 3.920 4.509 -0.246
H 3.565 4.718 1.334
H 1.424 4.118 -0.785
H 1.853 3.241 0.644
H -1.379 4.693 1.326
H -0.547 3.229 0.971
H -2.117 4.111 -0.795
H -0.526 3.669 -1.400
H -1.020 5.368 -1.168
H 1.203 3.847 2.691
H 1.960 5.406 2.569
H -0.183 6.571 2.877
H -0.974 5.046 3.294
H 0.361 5.650 4.313
C 0.382 -4.113 0.083
O 0.149 -3.024 0.595
N 1.255 -5.038 0.525
C 1.108 -6.408 0.073
C 2.078 -4.874 1.737
H 0.024 -4.481 -0.890
H 2.074 -6.913 0.018
H 0.511 -6.552 -0.826
H 0.648 -7.085 0.802
H 1.685 -5.496 2.541
H 3.092 -5.156 1.456
H 2.139 -3.825 2.019
C -3.443 -1.573 0.443
O -2.239 -1.321 0.390
N -4.070 -2.298 -0.478
C -5.547 -2.321 -0.521
C -3.357 -2.856 -1.609
H -4.114 -1.201 1.228
H -6.053 -1.539 0.044
H -5.987 -3.245 -0.145
H -5.867 -2.178 -1.553
H -3.636 -2.408 -2.564
H -2.282 -2.772 -1.460
H -3.584 -3.920 -1.701
C -0.739 -0.678 3.823
O -0.743 -0.757 2.574
N -0.292 -1.672 4.588
C -0.313 -1.521 6.048
C 0.259 -2.872 4.012
H -1.065 0.183 4.415
H 0.724 -1.573 6.385
H -0.718 -2.415 6.524
H -0.866 -0.619 6.288
H -0.035 -3.726 4.629
H -0.043 -3.137 3.004
H 1.347 -2.893 4.115
C 0.474 -1.224 -2.772
O 0.225 -1.231 -1.565
N 1.532 -0.595 -3.312
C 1.627 -0.577 -4.767
C 2.326 0.331 -2.525
H -0.178 -1.735 -3.492
H 0.947 0.129 -5.253
H 1.390 -1.506 -5.283
H 2.612 -0.248 -5.096
H 2.131 0.402 -1.460
H 3.344 0.054 -2.797
H 2.141 1.361 -2.845
C -2.399 0.590 -3.265
O -2.040 0.730 -2.104
N -1.906 1.328 -4.288
C -2.333 1.169 -5.678
C -0.807 2.267 -4.122
H -3.187 -0.083 -3.640
H -1.450 1.235 -6.313
H -2.969 1.999 -5.992
H -2.865 0.232 -5.834
H -1.133 3.289 -4.306
H -0.425 2.104 -3.113
H 0.082 2.060 -4.722
*
```

Values from the calculation:
HOMO energy (spin up / spin down)	-9.53 / -9.54	eV
electronic energy	-3905.76180	a.u.
energy above the lowest of the compared OMol25 structures with the same formula, charge and spin	45.2	kcal per mole
LUMO (spin up / spin down)	-2.8 / -2.7	eV
expectation value of S²	0.779

[2]
Density functional theory data (ωB97M-V/def2-TZVPD) for a 6-piece molecular cluster, C21H51BrO18PS5 overall at a distorted geometry.

The geometry in ORCA input format:
```
! RIJCOSX wB97M-V def2-TZVPD def2/J DEFGRID3
* xyz -1 1
C -2.675 -3.485 -0.103
C -2.532 -2.624 -1.368
C -3.722 -2.715 -2.289
O -4.505 -3.612 -2.237
O -3.890 -1.740 -3.214
C -2.985 -1.835 -4.335
C -2.040 -0.645 -4.490
C -0.983 -0.522 -3.377
P -0.964 1.037 -2.640
O -2.578 1.232 -2.189
Br 0.299 0.544 -0.670
H -3.730 -3.641 0.130
H -2.202 -3.021 0.768
H -2.189 -4.452 -0.271
H -1.677 -2.962 -1.972
H -2.296 -1.576 -1.162
H -3.599 -1.919 -5.245
H -2.414 -2.770 -4.246
H -1.532 -0.784 -5.455
H -2.681 0.249 -4.545
H 0.045 -0.713 -3.726
H -2.749 0.885 -1.300
O -2.342 -2.297 3.006
S -2.992 -1.514 4.011
O -2.336 -0.369 4.560
O -3.422 -2.489 5.202
C -2.404 -3.362 5.730
C -1.455 -2.645 6.669
C -4.605 -1.074 3.481
H -1.871 -3.833 4.903
H -2.953 -4.140 6.258
H -0.843 -1.919 6.135
H -0.794 -3.369 7.147
H -2.011 -2.110 7.439
H -5.106 -1.965 3.111
H -4.480 -0.343 2.684
H -5.140 -0.637 4.321
O 5.882 -2.494 1.703
S 5.843 -1.096 2.009
O 5.760 -0.674 3.377
O 4.710 -0.393 1.169
C 3.361 -0.944 1.208
C 2.624 -0.560 2.471
C 7.208 -0.285 1.248
H 3.405 -2.025 1.078
H 2.858 -0.524 0.342
H 3.055 -1.038 3.351
H 1.581 -0.863 2.382
H 2.661 0.520 2.621
H 7.246 -0.574 0.202
H 8.105 -0.612 1.770
H 7.079 0.790 1.354
O 1.734 -2.886 -5.823
S 1.924 -1.764 -6.688
O 0.806 -1.010 -7.157
O 2.787 -2.244 -7.946
C 2.322 -3.416 -8.644
C 1.155 -3.118 -9.564
C 3.107 -0.667 -5.993
H 2.072 -4.191 -7.918
H 3.184 -3.759 -9.214
H 0.263 -2.852 -8.999
H 0.930 -3.998 -10.169
H 1.392 -2.285 -10.225
H 3.977 -1.240 -5.683
H 2.627 -0.201 -5.134
H 3.369 0.081 -6.736
O -4.292 1.396 0.692
S -4.357 2.796 0.995
O -4.517 3.226 2.351
O -5.515 3.442 0.110
C -6.799 2.789 0.124
C -7.594 3.100 1.377
C -3.000 3.632 0.265
H -6.657 1.716 -0.008
H -7.309 3.166 -0.760
H -7.133 2.659 2.260
H -8.605 2.702 1.278
H -7.652 4.177 1.535
H -2.916 3.332 -0.779
H -2.111 3.325 0.814
H -3.158 4.703 0.362
O 6.253 5.869 3.584
S 4.985 5.493 4.138
O 4.864 5.303 5.550
O 4.445 4.220 3.371
C 5.325 3.075 3.243
C 5.387 2.234 4.497
C 3.743 6.615 3.598
H 6.313 3.421 2.935
H 4.901 2.499 2.421
H 5.876 2.766 5.314
H 5.941 1.320 4.290
H 4.383 1.968 4.827
H 3.816 6.726 2.519
H 3.934 7.563 4.095
H 2.772 6.223 3.887
*
```

Values from the calculation:
HOMO energy	-2.89	eV
electronic energy	-7091.37242	a.u.
LUMO	2.0	eV

[3]
Density functional theory data (ωB97M-V/def2-TZVPD) for C21H51IInO6 as an isolated structure.

The geometry in ORCA input format:
```
! RIJCOSX wB97M-V def2-TZVPD def2/J DEFGRID3
* xyz -1 1
O 0.271 -5.137 1.917
C -0.910 -4.936 1.856
O -1.597 -4.088 2.621
C -1.101 -2.737 2.733
C -1.249 -1.941 1.450
C -2.662 -1.463 1.101
C -3.658 -2.584 0.760
In -4.932 -3.412 2.367
I -4.337 -2.103 4.790
H -1.565 -5.473 1.153
H -0.051 -2.773 3.039
H -1.670 -2.285 3.544
H -0.851 -2.503 0.596
H -0.621 -1.051 1.585
H -2.537 -0.819 0.218
H -3.029 -0.815 1.906
H -3.094 -3.430 0.344
H -4.334 -2.244 -0.030
H -6.633 -3.035 2.038
H -4.769 -5.154 2.577
C 1.608 2.691 -0.251
C 0.838 1.382 -0.333
O 0.621 0.928 -1.657
C 1.785 0.640 -2.411
C 2.648 -0.458 -1.816
H 1.132 3.451 -0.873
H 1.624 3.044 0.781
H 2.643 2.581 -0.579
H -0.159 1.515 0.086
H 1.333 0.608 0.264
H 2.381 1.548 -2.570
H 1.413 0.329 -3.388
H 3.110 -0.152 -0.876
H 3.453 -0.713 -2.509
H 2.052 -1.350 -1.621
C -3.275 2.883 6.415
C -4.078 1.636 6.751
O -3.399 0.738 7.611
C -3.052 1.239 8.882
C -4.243 1.663 9.729
H -2.294 2.604 6.026
H -3.799 3.463 5.654
H -3.126 3.530 7.282
H -4.274 1.066 5.844
H -5.053 1.912 7.173
H -2.337 2.068 8.797
H -2.528 0.417 9.371
H -4.744 2.542 9.321
H -3.911 1.909 10.740
H -4.971 0.852 9.787
C 7.199 -1.723 -3.266
C 6.714 -0.699 -4.278
O 6.326 0.537 -3.703
C 7.339 1.240 -3.007
C 8.523 1.636 -3.874
H 6.462 -1.853 -2.473
H 7.354 -2.684 -3.758
H 8.145 -1.433 -2.807
H 5.817 -1.071 -4.774
H 7.470 -0.543 -5.057
H 7.680 0.667 -2.137
H 6.845 2.134 -2.626
H 9.100 0.770 -4.203
H 9.195 2.283 -3.307
H 8.184 2.176 -4.759
C -3.734 0.575 -6.775
C -3.144 -0.185 -5.599
O -1.737 -0.330 -5.655
C -0.994 0.877 -5.650
C -1.219 1.746 -4.425
H -3.406 0.133 -7.718
H -4.824 0.532 -6.732
H -3.445 1.626 -6.772
H -3.528 -1.205 -5.586
H -3.447 0.281 -4.655
H -1.186 1.451 -6.565
H 0.048 0.556 -5.691
H -2.226 2.168 -4.404
H -0.514 2.579 -4.432
H -1.067 1.179 -3.507
*
```

Values from the calculation:
HOMO energy	-4.80	eV
electronic energy	-1769.95404	a.u.
LUMO	2.0	eV